<i>
{"formula": "C3H7N3S", "method": "wB97M-V/def2-TZVPD", "symbols": ["H", "N", "C", "N", "C", "S", "N", "C", "H", "H", "H", "H", "H", "H"], "coordinates": [[2.81, 0.03, -1.37], [1.92, 0.31, -1.86], [0.95, -0.31, -1.20], [-0.22, -0.52, -1.68], [1.05, -0.74, 0.35], [0.60, 0.88, 1.24], [-1.06, 0.48, 1.18], [-2.01, 1.04, 1.76], [-1.10, -0.70, -1.27], [-0.53, -0.36, -2.73], [0.43, -1.63, 0.58], [2.08, -0.96, 0.52], [-1.95, 1.57, 2.84], [-2.99, 0.91, 1.62]], "nbo_charge": [0.33, -0.77, 0.44, -0.79, -0.56, 0.43, -0.59, -0.04, 0.41, 0.40, 0.24, 0.22, 0.12, 0.16], "homo_ev": -8.54, "smiles": "[H]/N=C(/N)CSN=C"}



<ii>
{"formula": "C3H7N3S", "method": "wB97M-V/def2-TZVPD", "symbols": ["C", "N", "C", "N", "C", "N", "S", "H", "H", "H", "H", "H", "H", "H"], "coordinates": [[1.63, -0.64, 1.27], [0.62, -1.64, 1.02], [-0.67, -1.41, 0.69], [-1.33, -0.32, 0.55], [-0.80, 0.97, 0.59], [-0.23, 1.62, -0.35], [0.04, 0.73, -1.78], [2.53, -1.10, 1.54], [1.78, -0.02, 0.39], [1.32, -0.01, 2.10], [0.93, -2.62, 1.08], [-1.22, -2.32, 0.51], [-1.00, 1.54, 1.52], [0.61, 1.78, -2.40]], "nbo_charge": [-0.42, -0.60, 0.33, -0.56, 0.22, -0.60, 0.12, 0.21, 0.22, 0.20, 0.40, 0.18, 0.18, 0.12], "homo_ev": -8.36, "smiles": "CN/C=N\\C=N/S"}



Need the numbers? Relative energies in kcal/mol: <i> 40.3; <ii> 0.0.



<i>
{"formula": "C3H7N3S", "method": "wB97M-V/def2-TZVPD", "symbols": ["C", "C", "C", "N", "N", "N", "S", "H", "H", "H", "H", "H", "H", "H"], "coordinates": [[0.65, 2.19, -1.67], [1.20, 0.39, 0.66], [-0.22, -0.87, -0.66], [-0.51, 2.48, -1.54], [-1.09, 0.62, 0.88], [-0.03, 0.06, 0.47], [2.05, 1.96, -2.27], [1.90, -0.35, 0.43], [1.64, 0.99, 1.56], [-0.06, -0.35, -1.71], [0.66, -1.56, -0.59], [-1.04, -1.50, -0.59], [-1.06, 2.10, -0.76], [-0.85, 1.26, 1.71]], "nbo_charge": [0.19, -0.28, -0.42, -0.67, -0.59, -0.05, 0.01, 0.18, 0.20, 0.24, 0.21, 0.23, 0.43, 0.32], "homo_ev": -8.28}



<ii>
{"formula": "C3H7N3S", "method": "wB97M-V/def2-TZVPD", "symbols": ["C", "N", "N", "C", "S", "N", "C", "H", "H", "H", "H", "H", "H", "H"], "coordinates": [[-1.75, -2.23, 0.88], [-0.99, -1.16, 1.35], [-0.57, -0.41, 0.25], [0.40, 0.50, 0.00], [1.38, 1.25, 1.14], [0.20, 0.96, -1.36], [-0.07, -0.01, -2.67], [-1.88, -2.46, -0.18], [-1.82, -3.15, 1.69], [-0.68, -1.01, -0.60], [0.77, 1.96, -1.28], [0.46, 0.77, -3.31], [-1.29, -0.20, -2.89], [0.42, -1.10, -2.66]], "nbo_charge": [-0.19, -0.15, -0.45, 0.26, -0.18, -0.69, -0.46, 0.16, 0.22, 0.35, 0.44, 0.25, 0.22, 0.22], "homo_ev": -8.38, "smiles": "C=NNC(=S)NC"}



<iii>
{"formula": "C3H7N3S", "method": "wB97M-V/def2-TZVPD", "symbols": ["H", "N", "C", "N", "C", "C", "N", "S", "H", "H", "H", "H", "H", "H"], "coordinates": [[0.97, 1.85, -0.61], [-0.19, 2.09, -0.55], [-0.92, 1.02, -0.36], [-0.22, -0.26, -0.24], [-0.63, -1.54, -1.00], [0.85, -0.34, 0.72], [1.15, 0.77, 1.31], [1.68, -1.69, 1.25], [-2.17, 1.15, -0.20], [-1.36, -2.14, -0.32], [0.27, -2.03, -1.49], [-1.15, -1.18, -2.16], [1.27, 0.58, 2.38], [0.45, 1.71, 1.25]], "nbo_charge": [0.37, -0.65, 0.26, -0.52, -0.42, 0.27, -0.83, -0.23, 0.22, 0.23, 0.25, 0.21, 0.43, 0.41], "homo_ev": -8.33, "smiles": "[H]/N=C\\N(C)C(N)=S"}



Need the numbers? Relative energies in kcal/mol: <i> 1.9; <ii> 30.7; <iii> 0.0.



<i>
{"formula": "CH4N2OS", "method": "wB97M-V/def2-TZVPD", "symbols": ["N", "N", "O", "C", "S", "H", "H", "H", "H"], "coordinates": [[-0.80, -0.31, 0.51], [-0.15, 0.14, -0.59], [1.35, -0.27, -0.78], [2.22, 0.35, 0.12], [3.82, -0.21, 0.26], [-1.17, -1.34, 0.47], [-0.49, 0.12, 1.44], [-0.60, -0.29, -1.46], [1.71, 1.17, 0.73]], "nbo_charge": [-0.65, -0.20, -0.43, 0.05, -0.08, 0.36, 0.39, 0.37, 0.18], "homo_ev": -8.69, "smiles": "NNOC=S"}



<ii>
{"formula": "CH4N2OS", "method": "wB97M-V/def2-TZVPD", "symbols": ["O", "N", "C", "N", "S", "H", "H", "H", "H"], "coordinates": [[2.71, -0.45, 0.13], [1.73, 0.55, -0.21], [0.48, -0.11, -0.29], [-0.57, 0.52, 0.05], [-2.17, -0.24, 0.04], [2.34, -0.70, 1.07], [1.73, 1.29, 0.54], [0.65, -1.10, -0.73], [-2.67, 1.09, 0.30]], "nbo_charge": [-0.55, -0.32, 0.20, -0.59, 0.13, 0.45, 0.36, 0.18, 0.15], "homo_ev": -8.81, "smiles": "ON/C=N/S"}



<iii>
{"formula": "CH4N2OS", "method": "wB97M-V/def2-TZVPD", "symbols": ["C", "N", "N", "O", "S", "H", "H", "H", "H"], "coordinates": [[-1.82, -1.30, -0.41], [-1.74, -0.09, -0.31], [1.87, 0.04, 0.64], [1.39, -0.62, -0.49], [0.41, -1.92, -0.21], [-2.39, -2.18, -0.59], [-2.65, 0.53, -0.46], [2.61, -0.46, 1.08], [2.12, 1.03, 0.50]], "nbo_charge": [0.15, -0.60, -0.55, -0.53, 0.27, 0.20, 0.36, 0.34, 0.36], "homo_ev": -8.25}



<iv>
{"formula": "CH4N2OS", "method": "wB97M-V/def2-TZVPD", "symbols": ["C", "N", "N", "O", "S", "H", "H", "H", "H"], "coordinates": [[0.41, -1.98, -0.42], [1.26, -1.25, 0.21], [-0.69, 2.04, 0.04], [-0.87, 1.19, 1.03], [1.41, 0.04, 1.09], [-0.63, -1.74, -0.35], [0.79, -2.93, -0.96], [-0.69, 3.01, 0.15], [-0.99, 1.62, -0.80]], "nbo_charge": [-0.14, -0.55, -0.38, -0.36, 0.36, 0.17, 0.19, 0.35, 0.35], "homo_ev": [-7.94, -8.40]}



Need the numbers? Relative energies in kcal/mol: <i> 15.7; <ii> 0.0; <iii> 44.9; <iv> 37.9.



<i>
{"formula": "C4H9NO", "method": "wB97M-V/def2-TZVPD", "symbols": ["C", "N", "C", "C", "C", "O", "H", "H", "H", "H", "H", "H", "H", "H", "H"], "coordinates": [[-0.51, -1.10, -1.35], [-0.19, -1.17, 0.13], [1.47, 0.72, 0.35], [0.21, 0.05, 0.81], [-1.01, 0.97, 0.72], [-0.93, 2.23, 1.11], [-0.24, -2.03, -1.86], [-1.58, -0.86, -1.55], [0.11, -0.33, -1.86], [-1.04, -1.61, 0.65], [1.60, 1.82, 0.59], [2.43, 0.14, 0.48], [1.30, 0.82, -0.74], [0.38, -0.15, 1.80], [-2.01, 0.48, 0.72]], "nbo_charge": [-0.50, -0.13, -0.64, -0.20, 0.39, -0.37, 0.29, 0.27, 0.25, 0.42, 0.30, 0.27, 0.21, 0.28, 0.18], "charge": 1, "homo_ev": [-15.63, -15.27], "s2": 0.7560, "multiplicity": 2}



<ii>
{"formula": "C4H9NO", "method": "wB97M-V/def2-TZVPD", "symbols": ["C", "N", "C", "C", "C", "O", "H", "H", "H", "H", "H", "H", "H", "H", "H"], "coordinates": [[-2.39, 0.92, -1.21], [-1.45, 0.87, -0.11], [-0.15, 0.23, -0.32], [0.49, -0.17, 1.00], [1.95, -0.59, 0.71], [2.16, -1.63, 0.17], [-3.39, 1.10, -0.81], [-2.09, 1.61, -2.01], [-2.37, -0.06, -1.70], [-1.46, 1.78, 0.37], [-0.36, -0.60, -0.99], [0.44, 0.96, -0.90], [0.03, -1.06, 1.40], [0.48, 0.65, 1.73], [2.81, 0.08, 0.94]], "nbo_charge": [-0.49, -0.07, -0.27, -0.53, 0.42, -0.46, 0.27, 0.29, 0.25, 0.41, 0.25, 0.27, 0.26, 0.23, 0.15], "charge": 1, "homo_ev": [-13.90, -13.88], "s2": 0.7542, "multiplicity": 2}



<iii>
{"formula": "C4H9NO", "method": "wB97M-V/def2-TZVPD", "symbols": ["C", "C", "N", "C", "C", "O", "H", "H", "H", "H", "H", "H", "H", "H", "H"], "coordinates": [[-1.34, -1.80, 0.22], [-1.01, -0.32, 0.03], [0.35, 0.00, -0.74], [1.25, 1.22, -0.54], [1.84, 1.04, 0.78], [2.58, 1.92, 1.40], [-1.72, -2.23, -0.76], [-2.25, -1.80, 0.96], [-0.54, -2.61, 0.52], [-1.19, 0.45, 0.86], [-1.92, -0.11, -0.69], [-0.23, 0.35, -1.59], [1.95, 1.34, -1.39], [0.86, 2.35, -0.43], [1.36, 0.20, 1.37]], "nbo_charge": [-0.67, -0.28, -0.13, -0.43, 0.36, -0.43, 0.24, 0.28, 0.27, 0.27, 0.27, 0.43, 0.31, 0.37, 0.15], "charge": 1, "homo_ev": [-14.74, -14.71], "s2": 0.7559, "multiplicity": 2}



Need the numbers? Relative energies in kcal/mol: <i> 34.3; <ii> 0.0; <iii> 80.3.



<i>
{"formula": "C4HBrF2O4", "method": "wB97M-V/def2-TZVPD", "symbols": ["O", "C", "O", "C", "C", "O", "O", "C", "F", "F", "Br", "H"], "coordinates": [[-0.89, 1.87, 1.36], [-0.11, 0.95, 1.50], [0.71, 0.64, 2.38], [-0.21, -0.34, 0.24], [-1.52, -0.38, -0.66], [-1.48, 0.36, -1.65], [-2.31, -1.27, -0.32], [1.06, -0.04, -0.56], [1.13, 1.03, -1.29], [2.18, -0.10, 0.20], [1.68, -1.43, -2.08], [-0.24, -1.29, 0.89]], "nbo_charge": [-0.72, 0.85, -0.77, -0.59, 0.78, -0.78, -0.80, 0.83, -0.32, -0.36, -0.37, 0.24], "charge": -2, "homo_ev": -0.76, "smiles": "O=C([O-])C(C(=O)[O-])C(F)(F)Br"}



<ii>
{"formula": "C4HBrF2O4", "method": "wB97M-V/def2-TZVPD", "symbols": ["C", "C", "C", "C", "O", "O", "O", "O", "F", "F", "Br", "H"], "coordinates": [[1.68, -1.66, -0.28], [1.64, 0.98, 0.16], [0.93, -0.23, 0.08], [-2.34, 0.74, -0.10], [2.23, -2.18, 0.65], [2.23, 1.94, -0.37], [1.50, -2.00, -1.43], [1.57, 0.39, 1.30], [-2.92, 1.60, 0.97], [-2.84, 1.34, -1.23], [-3.52, -0.92, 0.31], [-0.15, -0.01, -0.05]], "nbo_charge": [0.78, 0.76, -0.19, 0.32, -0.74, -0.67, -0.76, -0.48, -0.49, -0.42, -0.37, 0.25], "charge": -2, "homo_ev": -1.10}



Need the numbers? Relative energies in kcal/mol: <i> 0.0; <ii> 49.8.



<i>
{"formula": "C8H18Si", "method": "wB97M-V/def2-TZVPD", "symbols": ["C", "C", "Si", "C", "C", "C", "C", "C", "C", "H", "H", "H", "H", "H", "H", "H", "H", "H", "H", "H", "H", "H", "H", "H", "H", "H", "H"], "coordinates": [[-0.26, 2.93, 0.70], [-0.19, 1.66, 1.12], [0.18, 0.17, -0.07], [-1.35, 0.42, -1.37], [-2.69, 0.11, -0.73], [0.38, -1.39, 1.14], [-0.64, -2.53, 1.17], [1.77, 0.49, -0.98], [2.85, -0.52, -0.73], [-0.50, 3.70, 1.34], [-0.14, 3.21, -0.31], [0.02, 1.58, 2.19], [-1.22, 1.59, -1.53], [-1.15, -0.17, -2.23], [-3.10, -1.02, -0.87], [-2.65, 0.27, 0.42], [-3.55, 0.71, -1.16], [1.35, -1.86, 1.08], [0.31, -0.77, 2.16], [-1.61, -2.16, 1.39], [-0.72, -3.14, 0.30], [-0.42, -3.10, 2.18], [1.63, 0.50, -2.10], [2.19, 1.47, -0.95], [3.10, -0.72, 0.39], [2.69, -1.46, -1.33], [3.73, 0.02, -1.22]], "nbo_charge": [-0.35, -0.62, 1.56, -0.81, -0.63, -0.83, -0.60, -0.91, -0.61, 0.18, 0.17, 0.21, 0.23, 0.22, 0.21, 0.21, 0.21, 0.23, 0.22, 0.20, 0.21, 0.20, 0.23, 0.24, 0.21, 0.21, 0.21], "homo_ev": -9.37, "smiles": "C=C[Si](CC)(CC)CC"}



<ii>
{"formula": "C8H18Si", "method": "wB97M-V/def2-TZVPD", "symbols": ["C", "C", "Si", "C", "C", "C", "H", "H", "H", "H", "H", "H", "H", "H", "H", "H", "H", "H", "C", "C", "C", "H", "H", "H", "H", "H", "H"], "coordinates": [[3.06, 2.27, -0.26], [2.39, 0.99, 0.22], [1.32, 0.01, -0.72], [0.90, -1.78, -0.09], [1.20, -2.76, -1.27], [-0.55, -1.90, 0.44], [4.15, 2.21, -0.15], [2.98, 2.57, -1.33], [2.82, 3.08, 0.44], [2.59, 0.61, 1.22], [0.39, 0.41, -1.81], [1.70, -1.98, 0.57], [2.08, -2.38, -1.76], [1.35, -3.73, -0.78], [0.44, -2.72, -2.04], [-1.24, -2.05, -0.42], [-0.78, -1.00, 1.02], [-0.77, -2.70, 1.05], [-2.18, 1.49, 1.94], [-1.96, 1.31, 0.65], [-2.84, 0.94, -0.43], [-1.23, 1.60, 2.51], [-3.12, 1.16, 2.48], [-0.95, 1.35, 0.41], [-2.65, 1.67, -1.16], [-2.60, -0.09, -0.82], [-3.87, 0.86, -0.21]], "nbo_charge": [-0.64, -0.87, 1.17, -0.61, -0.61, -0.62, 0.21, 0.22, 0.21, 0.23, -0.17, 0.22, 0.20, 0.21, 0.20, 0.20, 0.22, 0.21, -0.42, -0.17, -0.65, 0.20, 0.20, 0.19, 0.22, 0.22, 0.21], "homo_ev": -7.88, "smiles": "C/C=[SiH]/C(C)C.C=CC"}



Need the numbers? Relative energies in kcal/mol: <i> 0.0; <ii> 33.6.



<i>
{"formula": "C5H14NS", "method": "wB97M-V/def2-TZVPD", "symbols": ["C", "C", "C", "S", "H", "H", "H", "H", "H", "H", "H", "H", "C", "C", "N", "H", "H", "H", "H", "H", "H"], "coordinates": [[2.63, -0.33, 0.32], [1.89, 0.39, -0.81], [0.96, 1.45, -0.23], [-0.25, 2.04, -1.49], [3.28, -1.14, 0.01], [1.94, -0.76, 1.05], [3.24, 0.39, 0.87], [2.62, 0.86, -1.45], [1.29, -0.33, -1.38], [1.47, 2.30, 0.22], [0.32, 1.02, 0.55], [-1.22, 2.33, -0.61], [-2.56, -0.66, 0.33], [-2.35, -1.08, 1.64], [-1.52, -0.93, -0.67], [-3.40, -0.08, -0.02], [-3.01, -0.78, 2.44], [-1.59, -1.79, 1.93], [-0.60, -0.98, -0.21], [-1.67, -1.80, -1.19], [-1.45, -0.13, -1.30]], "nbo_charge": [-0.61, -0.42, -0.50, -0.09, 0.22, 0.20, 0.21, 0.21, 0.19, 0.22, 0.22, 0.15, -0.37, -0.69, -0.70, 0.19, 0.20, 0.17, 0.38, 0.40, 0.43], "homo_ev": [-3.68, -8.00], "s2": 0.7535, "multiplicity": 2}



<ii>
{"formula": "C5H14NS", "method": "wB97M-V/def2-TZVPD", "symbols": ["C", "C", "C", "C", "S", "C", "N", "H", "H", "H", "H", "H", "H", "H", "H", "H", "H", "H", "H", "H", "H"], "coordinates": [[-0.71, 0.46, -1.07], [0.38, -0.25, -1.75], [0.90, -1.48, -1.63], [2.27, 0.60, 2.29], [2.16, 0.31, 0.64], [3.49, 2.07, 0.52], [-5.95, -2.03, 0.48], [-1.48, -0.25, -0.71], [-1.24, 1.12, -1.77], [-0.39, 1.19, -0.33], [0.82, 0.33, -2.56], [0.45, -2.19, -0.95], [1.63, -1.64, -2.41], [1.41, 0.59, 2.94], [3.23, 0.64, 2.78], [2.81, 2.71, 1.11], [3.35, 2.39, -0.52], [4.25, 1.65, 1.14], [-6.16, -3.00, 0.61], [-6.15, -1.32, 1.16], [-5.06, -1.89, 0.03]], "nbo_charge": [-0.67, -0.15, -0.42, -0.60, 0.16, -0.59, -1.11, 0.21, 0.22, 0.24, 0.18, 0.20, 0.21, 0.19, 0.17, 0.20, 0.23, 0.22, 0.37, 0.37, 0.36], "homo_ev": [-7.26, -8.94], "s2": 0.7619, "multiplicity": 2}



Need the numbers? Relative energies in kcal/mol: <i> 0.0; <ii> 13.6.